Record 1
C19H30FI2N2O3 | wB97M-V/def2-TZVPD

Values from the calculation:
Gap between HOMO and LUMO: 6.73 eV
DFT total energy: -48221.5632 eV
Maximum force: 1.6 eV/Å
Charge: +1
LUMO level: -4.08 eV

Structure (XYZ):
```
57
Properties=species:S:1:pos:R:3:forces:R:3
H 3.78808 -2.75465 -0.93874 -0.1 -0.1 0.1
C 4.43598 -2.33851 -0.17211 -0.3 0.5 -0.2
N 1.11995 -0.26664 -2.20194 0.2 0.2 -0.4
H 2.52088 -1.78526 -2.37967 -0.1 0.0 -0.1
H -1.64101 -1.87914 -1.35340 0.0 -0.1 0.1
C 4.26139 2.36006 -1.14531 0.2 0.0 0.1
H -1.95094 -1.53883 1.83261 0.0 0.0 0.0
H -2.92215 1.42934 0.78886 0.0 0.0 -0.2
H -0.15955 -2.85044 -1.13939 0.0 0.0 0.0
H 6.49078 0.07771 0.39060 0.0 0.1 -0.2
H 6.63319 3.62053 -0.48871 -0.2 0.2 0.1
C -2.08293 -0.78639 2.61615 0.0 0.1 0.1
C 0.86084 1.02126 -1.92737 0.0 -0.1 0.0
H 7.26064 -0.81171 -0.97730 0.0 0.4 0.0
H 5.15913 -3.10248 0.09867 0.0 0.0 0.2
H -0.76649 -0.62599 -3.04958 0.2 0.2 -0.2
C 1.88042 1.86783 -1.57398 0.0 -0.2 0.0
H -7.59252 -1.01974 1.92589 0.0 0.0 0.0
H -5.35288 1.05442 1.08088 0.1 -0.1 0.2
O -6.33136 0.16494 3.07123 0.1 0.1 -0.3
C -3.29708 0.40812 0.95095 0.1 0.2 0.1
H 0.41450 -1.95409 -3.19677 -0.1 0.1 -0.2
H -8.01018 1.07674 3.88116 -0.1 0.0 0.0
H -6.86622 2.12297 3.01912 0.0 0.0 0.1
H 6.00631 4.77563 -1.71842 -0.1 0.0 0.2
H -2.32531 -1.29932 3.54626 0.0 0.1 0.0
C -7.34684 1.14483 3.01346 0.0 0.0 0.1
C -6.66922 -1.08886 2.51095 -0.1 0.0 0.2
H -5.88455 -2.63217 1.31231 0.0 0.0 0.0
C 0.02390 -1.17528 -2.54804 -0.3 -0.4 0.5
C 6.33105 3.75332 -1.52505 0.3 -0.3 -0.4
H 1.64331 2.89785 -1.35198 0.1 0.0 0.0
C 2.37554 -0.74243 -2.14343 0.2 -0.1 0.1
H -0.16777 1.33703 -2.01195 0.0 0.0 0.0
H -4.64623 -1.78145 2.21428 0.0 0.2 0.1
H -7.94120 1.05719 2.09887 0.0 0.0 0.0
F -0.21337 -1.09564 -0.16350 -0.1 0.0 -0.1
C -4.74031 0.36406 0.49884 -0.1 0.2 0.0
H 7.20925 3.57610 -2.14294 0.0 0.1 0.0
C 3.19329 1.40535 -1.50282 0.0 0.3 -0.2
C 5.17818 -1.15147 -0.73905 0.1 -0.2 -0.3
H -1.14469 -0.23706 2.75307 0.1 -0.1 -0.1
H 3.83029 -2.06483 0.69462 0.1 -0.1 0.1
C 5.26714 2.77160 -1.91094 -0.1 0.0 0.0
H -6.84012 -1.80194 3.32775 -0.1 -0.1 -0.1
C -0.55537 -1.84572 -1.27684 0.1 0.1 -0.1
C 6.53394 -0.85686 -0.16532 0.2 -1.0 -0.4
H -4.75787 0.72462 -0.53399 0.0 0.0 0.0
C -5.56346 -1.64021 1.63900 0.1 -0.2 0.1
I 4.03642 3.13955 0.79975 0.0 -0.1 0.0
O -5.31733 -0.92566 0.43722 0.0 -0.1 -0.2
C 3.45597 0.04520 -1.78016 -0.4 -0.7 -0.4
H -2.70578 -0.27341 0.32605 0.0 -0.1 0.0
I 5.39914 2.09421 -3.89047 -0.1 0.1 0.0
N 4.76997 -0.40331 -1.69916 0.1 1.1 1.2
H 6.85610 -1.65490 0.50138 0.0 0.1 0.1
O -3.14285 0.09392 2.31840 -0.2 -0.3 -0.1
```
Positions in Å, forces in eV/Å.

---

Record 2
C4H12N2O | wB97M-V/def2-TZVPD

Values from the calculation:
Gap between HOMO and LUMO: 9.47 eV
ΔE to the lowest compared entry with this formula, charge and spin: 320.7 kJ/mol
DFT total energy: -9367.8700 eV
Maximum force: 9.0 eV/Å
LUMO level: 0.52 eV

Structure (XYZ):
```
19
Properties=species:S:1:pos:R:3:forces:R:3
C -2.44735 1.22670 -2.03436 -2.0 -0.4 -1.9
C 2.17744 -0.31335 -0.24448 2.5 1.3 -1.3
N 1.33889 -0.03335 2.01149 4.2 0.3 7.9
C 1.20407 -0.62076 0.86861 -0.7 -4.0 -3.3
H 0.18986 0.12527 3.87838 0.5 0.1 -0.2
H 3.19001 0.36726 -0.11722 -3.0 -1.1 0.4
C 0.48569 -0.64197 3.15735 -3.1 4.5 -3.5
H -2.32459 0.37035 -3.90253 0.6 -0.5 0.6
N -1.71106 0.42847 -3.08318 -1.0 2.3 0.3
H -3.30893 0.63675 -1.57114 1.4 0.7 0.1
H -1.33911 -0.43903 -2.77251 -0.1 -0.7 0.2
H -1.82666 1.79404 -1.35774 0.4 -0.5 0.5
H -0.48065 -0.96446 2.69817 0.9 0.2 0.2
H 1.50247 0.14191 -1.00229 0.9 -0.1 0.1
O 0.29530 -1.45778 0.65247 1.3 1.7 -0.2
H -3.01725 2.04814 -2.57816 0.8 -0.9 0.4
H 0.85878 -1.42524 3.62518 2.3 -3.6 1.8
H 2.53297 -0.04352 2.47776 -4.8 0.5 -2.5
H 2.68012 -1.19942 -0.70580 -1.2 0.2 0.5
```
Positions in Å, forces in eV/Å.

---

Record 3
C19H11Cl | wB97M-V/def2-TZVPD

Values from the calculation:
SMILES: Cl[C@@H]1C=Cc2cc3c4c(ccc5cccc(c54)C=3)c2=C1
Gap between HOMO and LUMO: 5.85 eV
ΔE to the lowest compared entry with this formula, charge and spin: 23.8 kJ/mol
DFT total energy: -32402.4506 eV
Maximum force: 5.4 eV/Å
LUMO level: -1.42 eV

Structure (XYZ):
```
31
Properties=species:S:1:pos:R:3:forces:R:3
H 0.00390 1.58880 -2.51428 -0.2 1.2 -0.2
C 0.36911 -2.37567 1.42523 0.0 0.0 0.5
H 0.41769 -2.95647 2.34612 0.1 0.1 -0.4
C -0.88450 4.11157 0.90757 -0.1 -1.2 0.2
H 0.37191 -0.39236 -3.84456 0.0 0.0 0.6
Cl 0.37818 5.42679 0.80288 -0.1 -0.2 -0.3
C 0.06343 0.70056 -1.95508 0.6 -3.7 -0.9
C -0.32308 1.65984 0.35832 -1.0 4.1 -0.1
C -0.10342 0.01731 2.24885 -0.8 3.4 -0.2
H -0.82101 2.11032 3.79283 0.0 -0.1 0.3
C -0.96286 3.67525 2.33993 0.4 -2.2 1.3
H -1.82915 4.58032 0.62788 0.2 0.3 -0.1
H -1.13352 4.42226 3.11546 -0.2 0.0 -0.4
C 0.36148 -1.75753 -0.76754 0.1 -0.5 -0.6
H 0.84693 -4.96929 0.04278 0.2 -0.2 0.0
C -0.37746 1.35970 1.75538 0.4 -3.9 3.7
H -0.59661 3.19960 -1.13834 0.0 -0.1 1.0
C 0.12989 -1.02419 1.33369 0.0 -1.4 2.3
C -0.04918 0.59790 -0.53631 0.3 -2.1 -1.6
C 0.09768 -0.69055 0.00299 -0.2 4.5 -2.5
H 0.78528 -3.00368 -3.79479 0.1 -0.2 -0.2
C 0.53586 -2.85431 0.04670 0.3 -2.1 0.7
H -0.07978 -0.24986 3.30886 -0.2 0.6 -0.2
C -0.74996 2.37474 2.75838 0.1 2.4 -2.7
C 0.30621 -0.48822 -2.75110 -0.6 2.7 0.9
C 0.71889 -2.97288 -2.71858 0.1 -1.4 -0.5
C 0.44691 -1.73237 -2.11951 0.3 -0.3 -1.1
C -0.60028 2.96706 -0.05113 0.6 -1.3 0.1
H 1.03292 -5.10684 -2.49385 -0.1 0.7 0.5
C 0.78992 -4.07250 -0.55461 -0.4 0.0 0.2
C 0.85463 -4.14531 -1.97419 0.1 0.7 -0.4
```
Positions in Å, forces in eV/Å.

---

Record 4
C48H45Cl2CsN12O2S2Si | wB97M-V/def2-TZVPD

Values from the calculation:
Gap between HOMO and LUMO: 4.76 eV
ΔE to the lowest compared entry with this formula, charge and spin: 31.2 kJ/mol
DFT total energy: -127629.4129 eV
Maximum force: 2.4 eV/Å
Charge: -2
LUMO level: 3.36 eV

Structure (XYZ):
```
113
Properties=species:S:1:pos:R:3:forces:R:3
S 2.66455 0.39684 -3.86160 0.0 0.0 0.0
H 3.04766 6.20390 -1.98483 0.0 0.0 0.0
C -3.55567 0.68548 4.72638 -0.1 0.0 0.0
O 2.11757 -0.94535 -3.73049 -0.1 0.1 0.0
H 5.22946 1.26973 -4.83278 0.0 0.0 -0.1
H -5.63281 -3.93081 -4.04132 0.0 0.0 0.0
C 4.50151 -0.35698 -1.97847 0.0 0.0 0.0
C 2.81328 0.42936 4.67932 -0.2 0.0 0.0
C -3.78216 -4.17424 -2.05841 0.0 0.0 0.0
H -4.30664 -5.10047 -2.27232 0.0 0.0 0.0
C -2.53260 2.84468 -2.96377 0.0 0.0 -0.1
H -2.07531 -4.86501 6.04018 0.0 0.0 0.0
H 1.85667 1.99047 7.19194 0.1 0.0 0.1
N -0.02988 -2.98059 1.64902 0.2 0.0 0.0
C 3.64082 4.32831 -2.89276 0.0 0.2 0.0
C 4.31740 0.25879 -3.20626 -0.1 0.0 0.0
C 1.32885 -4.17267 0.01794 0.1 -0.2 0.1
H 1.93860 -6.28942 -0.08903 0.0 -0.1 0.1
C 1.60202 4.60400 -1.77698 -0.1 0.1 0.0
N -3.03330 0.50667 -2.82034 0.2 0.1 0.3
H 3.64789 -0.74255 -1.43816 -0.1 0.0 0.1
H -4.24824 0.68710 5.56490 0.0 0.0 0.0
C -3.10236 0.66373 2.38580 -0.2 0.0 -0.1
C 5.76966 -0.45921 -1.43358 0.0 0.0 0.0
H 8.79210 0.65060 -1.88427 0.0 0.0 0.0
C -2.17676 -2.88693 -0.85702 0.0 0.0 0.1
C -3.67611 -0.59320 -3.20827 0.0 0.0 -0.2
H 5.90803 -0.92926 -0.46771 0.0 0.0 0.0
C 1.36238 2.31486 1.81784 -0.1 0.0 0.0
H 8.16744 -0.16309 -0.57763 0.0 0.0 -0.1
C 0.59351 -4.05595 1.27273 -0.1 -0.1 0.0
N 0.43120 -5.11118 2.14514 0.1 0.1 0.0
N 1.27697 3.35410 -2.02078 0.0 -0.2 -0.1
C -4.66070 -0.66591 -4.20789 0.1 0.1 0.0
S 2.57866 -4.94704 -2.03204 0.0 0.1 0.1
C -2.82115 -4.11720 -1.09087 0.0 0.0 0.0
H 0.99657 2.93485 5.97162 0.0 0.1 -0.1
H 3.46006 -0.13966 5.34780 0.1 0.0 0.1
C -5.34959 -1.84666 -4.48513 -0.1 -0.1 0.0
H -1.66598 -1.50281 3.38835 0.0 -0.1 0.0
H -4.89994 0.23508 -4.75744 0.0 0.0 0.0
H -2.75562 4.10356 0.03766 0.0 0.0 0.0
N 1.82595 1.30454 -2.86699 1.3 0.4 -1.2
H -3.18121 -0.27239 0.45438 0.0 0.0 0.0
C 2.06464 -3.30439 -1.85622 0.1 -0.2 -0.2
C -5.09906 -3.01688 -3.81217 0.0 0.0 0.0
C 0.99061 1.99657 6.52609 0.0 -0.1 -0.1
C -1.81023 3.81506 -5.10354 0.0 0.0 -0.1
H 3.25033 1.42168 4.56334 0.0 0.1 0.0
C -2.75865 1.55618 -3.60438 0.0 0.0 -0.1
H 2.82082 -0.05197 3.70226 0.0 -0.1 -0.1
H 2.24720 -2.56982 -2.62889 0.0 0.1 -0.1
H -1.80885 0.74475 5.95987 0.0 0.0 0.1
H 0.09260 1.98761 7.14477 -0.1 0.0 0.0
C -1.80525 5.14710 -3.01950 0.0 0.0 0.0
H 0.88547 1.51709 2.40648 0.0 0.0 -0.1
C -3.40409 -1.83009 -2.48608 -0.1 0.0 0.0
C -1.45277 -2.52697 3.65676 0.0 -0.1 0.0
O 2.77877 0.91761 -5.20289 0.1 0.0 0.0
H 1.39253 -0.98632 7.29127 0.1 0.0 0.1
H -2.58949 -2.53107 5.45421 0.0 0.0 0.0
N 0.02797 0.69156 3.98760 0.3 -0.1 0.1
C -0.85891 -5.23715 4.33029 0.0 0.0 0.0
C 1.90294 -5.29695 -0.50006 -0.1 0.1 -0.1
H -6.10950 -1.83384 -5.26100 0.0 0.0 0.0
H 0.81691 -6.03301 2.04835 0.0 0.1 0.0
H -1.85251 2.48708 -6.76188 0.0 0.0 0.0
H -1.86593 6.12911 -1.11861 0.0 0.0 0.0
C -2.52717 1.50547 -4.98681 -0.1 -0.1 0.1
H -1.41110 5.99907 -3.56493 0.0 0.0 0.0
H -2.55296 -4.98829 -0.50506 0.0 0.0 0.0
C -2.05470 2.60556 -5.70219 0.0 0.1 -0.1
C 6.86889 0.05186 -2.11786 -0.1 0.0 0.0
Si 1.03128 0.52562 5.31405 0.1 0.1 0.2
C 0.76118 -1.01081 6.40064 0.0 0.1 -0.2
Cl 0.09482 3.23224 0.98835 0.0 0.2 0.2
Cl 2.52423 1.60890 0.65708 0.3 0.1 0.2
N -2.45558 -1.79582 -1.52404 0.2 0.0 0.0
H 0.86793 5.18093 -1.22388 0.0 0.0 0.0
C -3.55676 0.62060 0.95365 0.0 0.0 0.1
N 8.16258 -0.08009 -1.58425 0.1 0.0 0.1
N -2.78178 2.94424 -1.63757 0.1 0.0 0.1
H -5.09671 0.62944 3.20097 0.0 0.0 0.0
Cs -0.05853 0.57612 -1.21513 -2.0 -0.9 1.0
C -2.04610 3.94322 -3.71792 0.0 0.0 0.0
H -1.41977 4.65660 -5.66159 0.0 0.0 0.0
H 4.59943 4.68154 -3.26654 0.0 0.0 0.0
H 0.99484 -1.91903 5.84283 0.0 -0.1 0.0
N 1.43922 -3.05436 -0.75956 -0.1 0.3 0.0
C -2.05207 5.22216 -1.68015 0.0 0.0 0.0
C 5.40394 0.77214 -3.89085 0.0 0.0 0.0
C 2.17445 2.60054 -2.69339 0.0 0.1 -0.2
C -2.54913 4.07706 -1.02896 0.0 0.0 0.0
C -1.95688 -3.11438 4.79925 0.0 0.0 0.0
H 7.52956 1.05928 -3.89099 0.0 0.0 0.0
N -1.78965 0.68740 2.58963 0.0 0.1 -0.3
H -0.27613 -1.08878 6.72375 -0.1 0.0 0.0
C -0.35861 -4.64433 3.17762 -0.1 0.1 0.0
C -1.29002 0.71479 3.85193 0.0 0.0 0.2
C -1.66146 -4.44485 5.13203 0.0 0.0 0.0
C -4.03731 0.65955 3.41724 -0.1 0.0 0.1
H -0.64148 -6.26536 4.59056 0.0 0.0 0.0
C 2.79673 5.17402 -2.19209 0.1 0.0 0.0
H 1.91158 3.00426 2.45020 0.0 0.0 0.0
H -2.66074 0.55912 -5.49346 0.0 0.0 0.0
C 6.67581 0.66034 -3.35560 0.0 0.0 0.0
C -0.63836 -3.30932 2.84318 -0.1 -0.1 0.1
C -4.11253 -3.01597 -2.79840 0.0 0.0 0.0
H -3.17789 1.46622 0.38061 0.0 0.0 0.0
N 3.35569 3.06796 -3.14939 0.1 0.0 0.0
H -4.64481 0.62284 0.89190 0.0 0.0 -0.1
C -2.20504 0.71208 4.95270 0.0 0.1 0.1
H -1.41720 -2.80083 -0.08754 0.0 0.0 -0.1
```
Positions in Å, forces in eV/Å.